The following is a quantum chemistry calculation of a 2-piece molecular cluster, C6H14O3 overall, from the Open Molecules 2025 dataset.

Calculated values
Kohn-Sham gap: 11.262 eV
structure (SMILES): CC[C@@H](C)CC(=O)O.O
HOMO energy: -10.5499 eV
energy relative to the best compared isomer or geometry (same formula, charge and spin): 7.5 kcal/mol

Geometry as XYZ:
```
23
Properties=species:S:1:pos:R:3:mulliken_charge:R:1
C 2.438 1.277 1.245 -1.235
C 1.270 0.295 1.583 -0.683
C 0.176 0.266 0.565 0.631
C 0.579 0.268 -0.921 -1.447
C -0.797 -0.934 0.747 -0.834
C -2.195 -0.705 0.296 0.409
O -2.925 -1.355 -0.403 -0.580
O -2.701 0.443 0.893 -0.464
H 2.073 2.168 0.733 0.314
H 2.979 1.563 2.140 0.354
H 3.077 0.720 0.563 0.311
H 0.904 0.477 2.592 0.423
H 1.800 -0.671 1.581 0.252
H -0.512 1.091 0.785 0.337
H 1.145 -0.662 -1.045 0.343
H -0.299 0.146 -1.552 0.432
H 1.114 1.169 -1.205 0.334
H -0.479 -1.936 0.466 0.405
H -0.921 -1.072 1.836 0.368
H -3.653 0.468 0.704 0.342
O -0.794 -0.757 -4.011 -0.643
H -0.530 -1.445 -3.434 0.312
H -1.750 -0.815 -4.157 0.319
```